Computed, not measured: 2 unconnected molecules or ions with the total composition C15H22N2O4 at a distorted geometry, with ωB97M-V/def2-TZVPD.

gap between HOMO and LUMO = 0.2618 Ha
total charge = 0
ΔE to the lowest compared entry with this formula, charge and spin = 1061.2 kJ/mol
largest force on an atom = 6.3 eV/Å
HOMO energy = -8.7 eV

Each line ends with the natural charge from an NBO analysis.
Cartesian coordinates (Å):
1 O 3.05237 -3.83580 5.05681  -0.59
2 O 0.42527 -0.30949 -0.08898  -0.61
3 O -2.40350 2.92770 -1.82162  -0.66
4 O -0.48395 4.20044 -1.89866  -0.61
5 N -2.78943 -0.25093 1.47345  -0.84
6 N -1.47493 0.89629 -0.47984  -0.70
7 C 1.89827 2.78826 -3.26694  -0.68
8 C 1.20897 -2.37376 2.27478  -0.15
9 C 0.66542 -3.51518 4.64641  -0.26
10 C -1.13783 3.14542 -1.61378  0.79
11 C -1.05614 -2.30065 1.51667  -0.43
12 C -0.21930 2.55174 -4.71691  -0.65
13 C -0.48464 1.83034 -1.16935  -0.17
14 C -0.29183 -3.24509 3.69572  -0.18
15 C -1.43167 -0.73762 1.50265  -0.13
16 C -0.12724 -2.61686 2.51723  -0.13
17 C 2.30778 -2.88209 2.98192  -0.27
18 C 2.04956 -3.33244 4.24775  0.27
19 C 0.71974 1.84642 -3.65352  -0.26
20 C 0.13148 1.13526 -2.56868  -0.38
21 C -0.75885 -0.05303 0.27842  0.69
22 H 2.33804 3.37116 -4.17458  0.21
23 H 0.62940 3.21220 -5.37596  0.22
24 H 0.76679 0.36987 -2.21155  0.25
25 H 0.39943 -4.03847 5.57598  0.23
26 H -0.81166 3.34393 -4.00430  0.24
27 H 1.10380 3.63615 -2.79510  0.26
28 H 3.91278 -2.45706 5.33695  0.38
29 H -0.83401 -0.26880 2.37226  0.23
30 H 1.50505 -1.59054 1.43072  0.24
31 H -0.88050 1.81566 -5.45407  0.23
32 H -0.89801 0.79093 -2.94779  0.20
33 H -1.93637 -3.02024 1.60038  0.23
34 H -3.36767 -0.74576 0.69383  0.37
35 H 3.39425 -2.59261 2.71827  0.22
36 H -1.87065 1.49307 0.43029  0.42
37 H -3.28732 -0.65846 2.33548  0.37
38 H 2.81310 2.40052 -2.64250  0.23
39 H -1.32142 -3.44292 3.84549  0.19
40 H 0.36080 2.19904 -0.41553  0.24
41 H -0.52624 -2.60012 0.47572  0.25
42 H -2.65782 2.00617 -1.60794  0.52
43 H 1.36866 0.90734 -4.09959  0.20